1.
13
Properties=species:S:1:pos:R:3 method="wB97M-V/def2-TZVPD" gap_ev=10.399 charge=0 smiles=O[C@H]1CN2C[C@@H]12 homo_energy_ha=-0.3485
O 0.235 -0.745 1.943
N 0.056 0.421 -1.280
C 0.592 0.796 0.060
C -0.808 1.105 -0.339
C 0.619 -0.613 0.593
C -0.052 -0.989 -0.855
H 1.484 -1.243 0.466
H -1.052 2.120 -0.629
H 1.295 1.614 0.218
H -1.630 0.524 0.084
H 0.650 -1.582 -1.466
H -1.053 -1.408 -0.983
H -0.336 0.000 2.187

2.
13
Properties=species:S:1:pos:R:3 method="wB97M-V/def2-TZVPD" gap_ev=11.582 charge=0 smiles=N#CCCCO homo_energy_ha=-0.3967
O -0.612 1.304 1.083
N 2.327 -1.400 0.816
C 0.972 0.109 -0.847
C -1.081 0.048 0.631
C 1.745 -0.729 0.076
C -0.528 -0.198 -0.769
H -1.043 0.426 -1.510
H -0.724 -1.243 -1.031
H 1.352 -0.045 -1.862
H -0.753 -0.758 1.305
H -2.179 0.015 0.592
H -0.596 1.295 2.046
H 1.139 1.155 -0.572

3.
13
Properties=species:S:1:pos:R:3 method="wB97M-V/def2-TZVPD" gap_ev=10.399 charge=0 smiles=O[C@H]1C[C@H]2N[C@@H]12 homo_energy_ha=-0.3449
O 1.857 0.722 0.370
N -0.764 0.549 1.074
C -1.020 -0.497 0.072
C 0.926 0.210 -0.535
C 0.299 -1.190 -0.226
C -0.465 0.823 -0.351
H -0.794 1.768 -0.771
H -2.001 -0.965 0.036
H 1.355 0.266 -1.542
H 1.320 0.924 1.157
H 0.782 -1.764 0.570
H 0.191 -1.790 -1.134
H -1.676 0.969 1.262

4.
13
Properties=species:S:1:pos:R:3 method="wB97M-V/def2-TZVPD" gap_ev=10.248 charge=0 smiles="CN1CCC1=O" homo_energy_ha=-0.3444
O -0.634 -1.911 -1.139
N 0.066 0.188 -0.357
C -0.007 0.452 1.077
C 0.568 0.921 -1.486
C -0.420 -1.085 -0.284
C -0.535 -0.993 1.246
H 0.141 -1.671 1.769
H 1.414 1.544 -1.184
H 0.965 0.667 1.539
H -0.194 1.563 -1.944
H 0.903 0.194 -2.232
H -0.721 1.237 1.350
H -1.545 -1.107 1.645

Energies, relative to the best one, in kJ/mol: 1 230.4; 2 6.2; 3 172.7; 4 0.0.

1.
13
Properties=species:S:1:pos:R:3 method="wB97M-V/def2-TZVPD" gap_ev=8.593 charge=0 homo_energy_ha=-0.3063
O 0.277 -2.896 -0.101
N -0.523 0.271 -0.147
C -0.039 -0.628 -1.227
C -0.015 -1.724 -0.108
C -0.390 -0.688 0.838
C -0.283 1.564 -0.023
H -0.752 -0.754 -2.044
H 1.233 1.196 1.153
H -0.678 2.076 0.848
H -0.813 -0.647 1.834
H -0.145 2.150 -0.922
H 1.184 0.399 1.499
H 0.944 -0.320 -1.600

2.
13
Properties=species:S:1:pos:R:3 method="wB97M-V/def2-TZVPD" gap_ev=10.570 charge=0 smiles="O=C1CCCN1" homo_energy_ha=-0.3564
O 1.715 1.042 0.587
N 0.001 1.122 -0.893
C -0.857 0.675 0.228
C 0.801 -1.014 -0.253
C 1.118 0.471 -0.312
C -0.681 -0.862 0.213
H -0.912 -1.270 1.202
H 0.858 -1.533 -1.210
H 1.445 -1.497 0.479
H -1.916 0.983 0.074
H -0.050 1.094 1.095
H -1.324 -1.374 -0.511
H 0.115 2.130 -0.792

3.
13
Properties=species:S:1:pos:R:3 method="wB97M-V/def2-TZVPD" gap_ev=10.656 charge=0 smiles="O=CC[C@H]1CN1" homo_energy_ha=-0.3575
O 0.857 -0.909 -1.972
N 0.195 1.113 1.323
C -0.318 -0.853 -1.693
C -0.459 -0.022 0.674
C -0.896 0.200 -0.768
C 0.982 -0.077 1.003
H -1.129 -0.631 1.281
H 1.694 0.041 0.191
H -0.500 1.174 -1.076
H -1.988 0.227 -0.851
H 1.306 -0.733 1.808
H -0.027 1.137 2.314
H -1.023 -1.606 -2.106

4.
13
Properties=species:S:1:pos:R:3 method="wB97M-V/def2-TZVPD" gap_ev=9.196 charge=0 homo_energy_ha=-0.3114
O 2.539 -0.001 0.898
N -1.228 0.099 0.922
C -0.003 -1.111 -0.729
C -1.209 -0.291 -0.481
C -0.393 0.978 0.125
C 0.431 0.340 -0.818
H 0.107 -1.637 -1.674
H -2.090 0.594 1.151
H 1.901 0.436 1.475
H -2.051 -0.102 -1.137
H 2.320 0.351 0.020
H 0.273 -1.702 0.145
H -0.599 2.047 0.104

Energies, relative to the best one, in kJ/mol: 1 239.4; 2 20.6; 3 0.0; 4 317.5.

1.
13
Properties=species:S:1:pos:R:3 method="wB97M-V/def2-TZVPD" gap_ev=10.728 charge=0 homo_energy_ha=-0.3600
O 2.746 0.355 0.170
N 0.757 -1.004 0.065
C -1.661 -0.354 0.332
C 1.546 0.104 0.238
C -0.362 -0.144 -0.446
C 0.537 1.117 -0.093
H 1.669 1.455 -0.551
H 0.145 1.841 0.626
H -1.498 -0.222 1.408
H 1.113 -1.834 -0.403
H -2.427 0.355 0.001
H -2.046 -1.372 0.169
H -0.519 -0.298 -1.515

2.
13
Properties=species:S:1:pos:R:3 method="wB97M-V/def2-TZVPD" gap_ev=10.665 charge=0 smiles="C[C@H]1CC(=O)N1" homo_energy_ha=-0.3575
O -2.889 0.067 -0.211
N -0.713 0.947 -0.481
C 0.413 0.010 -0.392
C -1.685 0.012 -0.223
C 1.469 0.370 0.638
C -0.623 -1.079 -0.008
H 2.240 -0.407 0.678
H 1.021 0.472 1.633
H 1.955 1.319 0.385
H -0.789 1.840 -0.949
H 0.874 -0.179 -1.370
H -0.714 -1.910 -0.713
H -0.557 -1.463 1.013

Energies, relative to the best one, in kJ/mol: 1 241.2; 2 0.0.

1.
13
Properties=species:S:1:pos:R:3 method="wB97M-V/def2-TZVPD" gap_ev=10.488 charge=0 smiles="ON=C1CCC1" homo_energy_ha=-0.3514
O -0.467 1.606 -2.207
N -0.749 0.307 -1.839
C 0.537 0.670 0.354
C 0.305 -0.577 1.252
C -0.270 -0.040 -0.719
C -0.442 -1.301 0.094
H -0.324 -0.369 2.120
H -1.485 -1.562 0.295
H 0.102 1.607 0.721
H -0.077 2.060 -1.437
H 1.583 0.856 0.080
H 1.219 -1.071 1.589
H 0.069 -2.184 -0.302

2.
13
Properties=species:S:1:pos:R:3 method="wB97M-V/def2-TZVPD" gap_ev=10.328 charge=0 smiles="C[C@@H]1N[C@@H]1C=O" homo_energy_ha=-0.3574
O 3.087 -0.320 0.024
N -0.084 1.144 -0.718
C 0.737 0.442 0.523
C -1.366 -0.981 -0.005
C -0.758 0.352 0.250
C 1.850 -0.386 -0.163
H 1.088 1.481 1.132
H 1.593 -0.946 -1.186
H -2.511 -0.920 -0.528
H -1.493 -1.489 0.979
H -1.082 -1.740 -0.873
H -1.094 1.107 1.025
H 0.032 2.257 -0.460

3.
13
Properties=species:S:1:pos:R:3 method="wB97M-V/def2-TZVPD" gap_ev=9.567 charge=0 smiles=C1OC[C@@H]2N[C@@H]12 homo_energy_ha=-0.3152
O -1.481 0.159 0.145
N 1.903 -0.022 -0.128
C 0.615 -0.824 -0.338
C 0.670 0.689 0.423
C -0.807 -1.167 0.118
C -0.570 1.121 -0.285
H -0.997 -1.642 1.154
H -0.823 2.168 -0.012
H -0.605 1.268 -1.369
H 0.576 -0.551 -1.398
H 2.386 -0.367 0.789
H 0.557 0.790 1.557
H -1.422 -1.623 -0.654

4.
13
Properties=species:S:1:pos:R:3 method="wB97M-V/def2-TZVPD" gap_ev=10.885 charge=0 smiles="CC(=O)[C@H]1CN1" homo_energy_ha=-0.3646
O -0.587 -1.342 -1.127
N -0.727 1.678 -0.961
C 0.673 1.560 -0.898
C -0.035 -1.648 1.201
C -0.269 -0.824 -0.073
C -0.078 0.662 0.106
H -0.995 -1.887 1.665
H 1.198 2.429 -0.497
H 1.200 1.036 -1.698
H 0.579 -1.185 1.983
H -0.327 0.961 1.139
H 0.451 -2.576 0.914
H -1.081 1.136 -1.754

Energies, relative to the best one, in kJ/mol: 1 101.6; 2 272.9; 3 398.2; 4 0.0.